*w*
Below is an isolated molecule of C2H6S2, with properties calculated with ωB97M-V/def2-TZVPD.

```
! wB97M-V def2-TZVPD RIJCOSX def2/J DEFGRID3
* xyz 0 1
C 1.80780 -0.59439 -0.62216
S 1.13844 0.25276 0.83132
S -0.38618 1.34237 0.08177
C -1.85355 0.42309 0.59466
H 1.45746 -1.61953 -0.67775
H 1.48264 -0.03902 -1.50185
H 2.88996 -0.55100 -0.66799
H -2.15122 0.70625 1.59831
H -2.64934 0.72863 -0.08502
H -1.73603 -0.64917 0.44869
*
```

Properties
- Gap between HOMO and LUMO: 9.55 eV
- SMILES: CSSC
- E_LUMO: 0.86 eV
- HOMO level: -8.6826 eV

Atom charges from the natural (NBO) analysis, given in e for atoms 1 to 2:
1. C -0.758
2. S 0.080


*x*
Below is an isolated molecule of C2H6S2, with properties calculated with ωB97M-V/def2-TZVPD.

```
! wB97M-V def2-TZVPD RIJCOSX def2/J DEFGRID3
* xyz 0 1
C -0.97855 1.86503 -0.02912
S 0.52354 0.96970 0.42347
S -0.22708 -0.90176 0.86230
C 0.96583 -1.86683 -0.09909
H -0.62824 2.77309 -0.50636
H -1.67665 1.32966 -0.67712
H -1.53298 2.10184 0.86926
H 1.95995 -1.63719 0.25850
H 0.77355 -2.92368 0.06408
H 0.82062 -1.70985 -1.16593
*
```

Properties
- Gap between HOMO and LUMO: 8.95 eV
- SMILES: CSSC
- E_LUMO: 0.75 eV
- HOMO level: -8.2061 eV

Atom charges from the natural (NBO) analysis, given in e for atoms 1 to 2:
1. C -0.744
2. S 0.074


*y*
Below is a cluster of 2 separate species, C2H6S2 in total, with properties calculated with ωB97M-V/def2-TZVPD.

```
! wB97M-V def2-TZVPD RIJCOSX def2/J DEFGRID3
* xyz 0 1
S -1.55822 -0.77896 -0.06818
S -0.85729 1.11548 0.22990
H -2.73411 -0.61628 0.50497
H 0.37287 0.76610 0.61153
C 2.19991 -0.92436 -0.29072
C 2.92762 0.22773 -0.18112
H 1.67595 -1.36900 0.55677
H 2.26184 -1.61663 -1.09732
H 3.01803 0.86473 0.73925
H 3.28845 0.76651 -1.07164
*
```

Properties
- Gap between HOMO and LUMO: 9.14 eV
- SMILES: C=C.SS
- E_LUMO: 0.44 eV
- HOMO level: -8.6975 eV

Atom charges from the natural (NBO) analysis, given in e for atoms 1 to 2:
1. S -0.135
2. S -0.138


What is the stability order? It is *w*, *x*, *y*, from most stable to least stable.


*w*
Below is an isolated molecule of C20H24N4O3S, with properties calculated with ωB97M-V/def2-TZVPD.

```
! wB97M-V def2-TZVPD RIJCOSX def2/J DEFGRID3
* xyz 0 1
C -3.23137 -2.87181 -1.77151
H -3.83523 -2.13394 -2.29775
O -2.08271 -2.18289 -1.34486
C -1.12758 -2.86206 -0.64417
C -1.20147 -4.20986 -0.32352
C -0.17232 -4.81274 0.38177
C 0.93093 -4.07920 0.76759
C 1.00682 -2.73043 0.45586
C -0.01068 -2.10607 -0.24117
C -0.00622 -0.65042 -0.64010
N -1.15606 0.04244 -0.04504
C -1.77379 0.97373 -0.78926
O -1.32227 1.37983 -1.85839
C -3.05097 1.53276 -0.28554
C -3.53122 2.76944 -0.66803
S -5.05280 3.00190 0.04729
N -4.97615 1.50155 0.76730
N -3.92001 0.88289 0.51431
H -3.06268 3.48996 -1.30475
C -1.61765 -0.35847 1.24779
C -0.63398 -0.49915 2.36898
C -1.59774 0.64499 2.36595
H -2.42344 0.64647 3.06004
H -1.20820 1.62852 2.14662
H 0.40472 -0.29358 2.16787
H -0.79001 -1.30835 3.06530
H -2.44989 -1.05273 1.21662
H -0.17011 -0.60828 -1.72652
C 1.25960 0.18303 -0.33240
O 2.01061 -0.02614 0.60042
N 1.39825 1.19008 -1.21044
H 0.61125 1.36750 -1.82751
C 2.41258 2.22611 -1.11805
H 2.28131 2.84412 -2.00976
C 2.27402 3.09145 0.15189
C 3.70917 3.39760 0.56742
C 4.42376 2.08268 0.27351
H 4.14991 1.34497 1.02700
H 5.50774 2.18330 0.25144
C 3.84986 1.66016 -1.07921
H 4.43478 2.09007 -1.89290
H 3.84416 0.57881 -1.19673
H 4.11934 4.19735 -0.05270
H 3.78386 3.69496 1.61223
H 1.79303 2.49897 0.93024
H 1.67784 3.98601 -0.02507
H 1.86550 -2.15766 0.76354
H 1.73483 -4.54927 1.31249
H -0.24277 -5.86297 0.62340
H -2.05309 -4.80101 -0.62109
H -3.80224 -3.26570 -0.92454
H -2.98121 -3.68891 -2.45586
*
```

Properties
- Gap between HOMO and LUMO: 8.70 eV
- SMILES: COc1ccccc1[C@H](C(=O)NC1CCCC1)N(C(=O)c1csnn1)C1CC1
- E_LUMO: 0.12 eV
- HOMO level: -8.5735 eV

Atom charges from the natural (NBO) analysis, given in e for atoms 1 to 2:
1. C -0.250
2. H 0.203


*x*
Below is an isolated molecule of C20H24N4O3S, with properties calculated with ωB97M-V/def2-TZVPD.

```
! wB97M-V def2-TZVPD RIJCOSX def2/J DEFGRID3
* xyz 0 1
C -8.35085 -0.37306 -1.53718
H -8.85536 -0.94233 -2.31397
H -8.16352 0.62730 -1.91836
H -9.00617 -0.30347 -0.67343
C -7.05777 -1.07905 -1.14677
N -6.47429 -0.54723 0.07092
C -6.12398 0.85285 0.04133
H -7.03596 1.42437 -0.14218
C -5.07532 1.30497 -1.00207
N -3.75790 0.77186 -0.74916
C -2.81299 1.47699 -0.09134
O -2.96972 2.62707 0.27023
C -1.52190 0.74896 0.13336
C -0.36481 1.51076 0.14942
C 0.86825 0.90452 0.37116
C 0.93544 -0.47712 0.58902
C -0.23733 -1.23032 0.59436
C -1.45566 -0.62784 0.36821
H -2.35519 -1.22310 0.40736
H -0.15828 -2.29003 0.78242
C 2.23073 -1.12530 0.81753
O 2.36621 -2.31351 1.00899
N 3.33249 -0.27071 0.80501
C 3.26625 1.08030 0.58922
S 4.58632 2.05894 0.57585
N 2.03454 1.62278 0.38461
H 2.01038 2.62423 0.23994
C 4.64668 -0.86877 0.98126
C 5.39340 -0.91436 -0.31332
C 4.96453 -1.10748 -1.59359
C 6.12181 -1.03880 -2.40770
C 7.15948 -0.81234 -1.55975
O 6.72644 -0.73410 -0.29087
H 8.21094 -0.69152 -1.72699
H 6.16586 -1.14332 -3.47212
H 3.95725 -1.27931 -1.91578
H 5.22224 -0.28363 1.70365
H 4.47782 -1.87806 1.37095
H -0.43662 2.57660 -0.00602
H -3.56810 -0.17571 -1.03044
H -5.38809 1.01911 -2.00863
H -4.99023 2.39275 -0.94754
H -5.75750 1.12685 1.03349
C -5.47993 -1.43011 0.65309
C -6.13477 -2.50647 1.51769
H -5.37102 -3.10103 2.01290
H -6.75364 -3.17050 0.92074
H -6.76139 -2.03774 2.27074
H -4.86203 -1.91831 -0.12208
H -4.82029 -0.83545 1.28927
H -6.34996 -1.05070 -1.99624
H -7.28622 -2.12947 -0.95416
*
```

Properties
- Gap between HOMO and LUMO: 8.02 eV
- SMILES: CCN(CC)CCNC(=O)c1ccc2c(=O)n(Cc3ccco3)c(=S)[nH]c2c1
- E_LUMO: -0.30 eV
- HOMO level: -8.3190 eV

Atom charges from the natural (NBO) analysis, given in e for atoms 1 to 2:
1. C -0.618
2. H 0.215


What is the stability order? It is *x*, *w*, from most stable to least stable.